Computed, not measured: a 12-piece molecular cluster, C53H98NO21S7 overall, with wB97M-V/def2-TZVPD.

Properties
* total charge: +1
* E_tot: -6499.89375 a.u.

Structure (XYZ):
```
180
Properties=species:S:1:pos:R:3:forces:R:3:lowdin_charge:R:1
C 6.43119 7.10715 -1.74621 1.2737 -1.0457 0.8473 -0.07
C 6.65122 6.77835 -0.26806 -1.7278 0.8584 1.3528 -0.19
C 5.25390 6.29617 0.27913 0.5601 -0.5048 1.4749 -0.06
N 5.23607 5.97089 1.85635 -1.0457 0.3564 -1.7059 -0.19
C 6.58804 5.33666 2.26773 -2.9664 0.6230 -0.0588 0.06
C 4.06618 4.92357 2.18379 1.0682 0.7874 0.2483 -0.06
C 3.77025 5.17146 3.64356 -0.4584 0.3055 0.1496 -0.17
C 4.30177 6.57607 3.99310 -0.1679 -0.3760 0.2629 -0.12
C 4.83936 7.22092 2.67563 0.0520 -1.0954 1.5592 -0.06
H 6.39012 6.13209 -2.23166 -0.8549 0.0881 -0.5010 0.07
H 7.33447 7.53227 -2.18379 -0.3304 0.4148 0.1963 0.05
H 5.55828 7.75728 -1.80507 0.1975 -0.2122 -0.5695 0.06
H 6.89928 7.67622 0.29797 -0.0038 0.3711 -0.0726 0.10
H 7.46315 6.10907 0.01643 -0.1707 -0.4333 -0.6671 0.09
H 4.90436 5.41577 -0.26015 0.3150 -0.4824 0.2803 0.12
H 4.39718 6.96496 0.19625 0.4574 0.6243 -0.2866 0.10
H 6.37538 5.05282 3.29841 0.7823 -0.1797 0.0438 0.09
H 7.36864 6.08778 2.14697 0.1034 -0.4778 -0.0439 0.08
H 6.49930 4.48413 1.59436 1.3507 -0.2053 0.2474 0.10
H 4.40437 3.89341 2.07209 0.3319 0.2368 -0.6359 0.10
H 3.19509 5.10795 1.55505 0.3621 0.3171 -0.2647 0.12
H 4.19236 4.38025 4.26317 0.2224 0.2498 -0.0025 0.10
H 2.69850 5.13814 3.83939 0.0395 -0.0945 -0.1831 0.11
H 5.04123 6.42756 4.78002 0.4022 0.4111 -0.3133 0.08
H 3.48830 7.09233 4.50285 0.1855 0.5890 -0.4048 0.11
H 5.67383 7.89122 2.88166 0.3923 -0.4131 -0.2796 0.12
H 4.09309 7.86529 2.21091 -0.1155 -0.6519 -0.5060 0.10
O 9.15832 8.23763 1.89595 0.6503 1.4040 3.2166 -0.33
S 9.55579 8.65104 3.27322 0.2922 -1.4341 -0.5036 0.70
O 10.11760 9.96862 3.59254 -1.1881 -2.0183 -0.7744 -0.30
O 8.24689 8.34858 4.21626 1.1302 -0.2669 -2.2767 -0.29
C 8.38068 8.51378 5.62226 0.2178 0.5077 0.7819 -0.27
C 7.08904 7.96618 6.20413 0.2676 1.2853 -0.6299 -0.06
C 10.75173 7.36694 3.91792 -0.0603 0.9647 -0.3839 -0.09
H 8.51128 9.58989 5.73643 -0.0666 -0.0044 0.6558 0.12
H 9.25289 8.01009 6.03896 0.0889 -0.1969 -0.3018 0.10
H 7.13459 7.84419 7.28633 -0.0058 -0.2950 -0.2154 0.09
H 6.83479 7.08113 5.62092 -0.0194 -0.2017 0.5726 0.05
H 6.37482 8.75721 5.97551 -0.5516 -0.3440 0.2005 0.09
H 11.05619 7.60780 4.93645 -0.2165 0.1914 -0.1096 0.06
H 11.62704 7.46100 3.27521 -0.1067 0.0353 -0.0997 0.05
H 10.40264 6.33509 3.87876 -0.4955 0.3371 -0.2431 0.05
O 8.39764 4.68601 -3.50868 0.3006 -0.5676 0.5602 -0.30
S 8.73388 3.32419 -3.82757 0.1068 -1.7492 -1.2488 0.68
O 10.00576 2.69201 -3.40774 -3.1973 1.3697 -0.5877 -0.30
O 7.49249 2.32354 -3.37061 4.0926 -0.3475 0.6034 -0.28
C 6.15745 2.60674 -3.59827 -0.7897 1.4697 0.5729 -0.31
C 5.35209 2.31710 -2.29862 -0.0414 -0.1869 -2.4771 -0.03
C 8.49330 3.22665 -5.63775 0.5328 0.1913 0.0935 -0.10
H 5.83555 2.04086 -4.47249 -0.3336 -0.2562 0.1978 0.12
H 6.11686 3.66049 -3.87406 -0.4874 0.2467 0.1024 0.10
H 4.38171 2.72186 -2.58608 -0.3189 0.0920 0.7347 0.08
H 5.77204 2.73852 -1.38530 -0.0644 -0.0880 -0.2497 0.06
H 5.23552 1.23337 -2.30595 0.0501 -0.0217 0.7272 0.07
H 7.44400 3.36162 -5.90017 -0.0406 0.0017 0.4435 0.06
H 8.85465 2.31456 -6.11276 0.0897 -0.0868 0.5084 0.08
H 9.02894 4.07480 -6.06417 0.1226 -0.0189 0.1534 0.07
O 4.45922 7.59155 7.70228 -1.9174 -1.7417 0.1760 -0.30
S 3.36932 6.62124 7.86618 -2.1844 -0.5832 -1.0288 0.72
O 2.16935 6.58490 6.96157 3.5861 0.0179 1.8078 -0.33
O 4.00547 5.04453 7.89349 -1.2227 2.2092 0.2711 -0.27
C 5.38386 5.03045 8.22052 2.1327 -1.6722 0.3572 -0.30
C 5.89061 3.63520 8.75608 -1.4498 0.6462 -1.1362 -0.04
C 2.64879 6.62707 9.56145 1.3261 -0.2732 -1.7216 -0.09
H 5.75154 5.67537 9.01864 -0.8836 0.8045 -0.0684 0.11
H 5.91060 5.29567 7.30383 0.3263 -0.0844 0.1733 0.09
H 6.94753 3.77770 8.98131 -0.1166 -0.3414 -0.0229 0.07
H 5.70100 2.85964 8.01402 0.5442 0.0170 -0.2230 0.07
H 5.32245 3.27686 9.61450 0.1408 0.4812 0.3468 0.08
H 3.52595 6.37297 10.15652 -0.3359 0.3811 0.5167 0.06
H 1.94792 5.79290 9.52933 -0.0938 0.3295 0.1445 0.07
H 2.21767 7.62087 9.68226 0.0624 -0.2583 0.3336 0.08
O 9.74519 5.09578 1.13469 2.5379 -0.1109 -0.5604 -0.32
S 11.17815 4.95636 0.80954 0.8850 -0.4646 -0.7182 0.71
O 12.20380 5.92084 1.24991 -2.4391 -1.7603 -0.5547 -0.30
O 11.70177 3.51335 1.40766 -0.4978 0.6685 -0.4903 -0.27
C 10.87723 2.37280 1.10468 -0.2093 -1.7941 1.1574 -0.29
C 11.65966 1.05997 1.41451 0.1243 1.8481 0.0387 -0.04
C 11.53660 4.62210 -1.03721 -0.9365 1.3044 0.4528 -0.06
H 10.54549 2.27639 0.07087 -0.0078 0.7382 -0.1221 0.10
H 10.03025 2.35113 1.79043 -0.3699 0.5040 -0.2787 0.09
H 12.00565 1.10546 2.44714 0.2450 -0.0237 -0.0639 0.08
H 12.50012 1.10463 0.72189 0.1318 -0.8121 0.1857 0.08
H 11.02026 0.18014 1.34262 0.1422 0.1105 -0.4480 0.06
H 11.77005 3.61547 -1.38404 0.3922 -0.0366 0.9067 0.06
H 12.27832 5.39677 -1.23175 0.3574 -0.5050 -0.0001 0.04
H 10.70017 4.90552 -1.67607 -0.4114 0.1606 0.5091 0.04
O 7.66706 4.50378 5.51604 1.6737 -1.7311 0.5876 -0.31
S 8.93019 4.03155 6.09014 -0.0255 0.4205 0.7360 0.70
O 9.70694 5.09744 6.73603 -0.6159 -1.9756 -0.7962 -0.31
O 8.63792 2.76478 7.18010 0.5878 2.5384 -1.4960 -0.29
C 9.67562 2.60454 8.18261 -0.0682 -1.5196 0.7462 -0.26
C 9.78209 1.05987 8.39925 -0.3075 0.2267 0.1694 -0.05
C 9.99940 3.10338 4.85703 -0.6798 0.6389 0.5168 -0.07
H 9.45760 3.14610 9.10309 -0.8684 -0.1928 0.0443 0.11
H 10.62238 3.09109 7.94807 0.0806 -0.4154 -0.8345 0.11
H 9.96392 0.77421 9.43532 1.0847 0.3765 -0.0219 0.08
H 10.43477 0.58742 7.66515 0.4342 0.1322 0.3788 0.07
H 8.87098 0.46890 8.30583 -0.7145 0.8302 -0.5846 0.07
H 10.07771 3.80277 4.02467 0.0795 -0.1454 -0.0902 0.05
H 9.57321 2.14594 4.55744 -0.6260 0.3396 0.0518 0.06
H 10.98185 2.86031 5.26177 -0.0929 0.5414 0.3817 0.07
O 5.78250 1.85851 1.03328 2.1615 -2.1709 1.9075 -0.35
S 6.71131 0.84219 1.63924 -0.1142 0.7573 -2.6316 0.71
O 7.47865 1.12060 2.85335 -1.9793 -0.7256 -1.4336 -0.30
O 5.91563 -0.59880 1.64399 0.3946 1.8611 1.2711 -0.29
C 4.88823 -0.82578 0.64493 0.0803 -0.3243 -1.2629 -0.26
C 5.07333 -2.29890 0.30662 0.1817 0.2354 0.8369 -0.05
C 7.97918 0.30672 0.37646 -0.6140 0.8063 0.7105 -0.07
H 5.04353 -0.22043 -0.24812 0.3337 0.2623 0.1217 0.09
H 3.88468 -0.56306 0.97954 0.2135 -0.1223 0.5700 0.12
H 4.31489 -2.73207 -0.34548 -0.0271 0.1686 0.1713 0.09
H 5.10139 -2.76805 1.29009 -0.3024 -0.6003 -0.2057 0.09
H 6.06681 -2.46096 -0.11151 -0.0726 0.0578 -0.2228 0.07
H 8.83508 -0.00507 0.97506 -0.1845 -0.2153 -0.1654 0.05
H 8.26204 1.14963 -0.25409 -0.1440 0.0990 0.1288 0.06
H 7.56252 -0.48968 -0.24019 0.0465 0.0827 0.2080 0.06
O 5.05904 10.21700 1.34319 -0.5131 0.1320 0.2730 -0.30
S 4.44020 10.97683 2.39862 0.2604 1.0247 0.9396 0.62
O 3.64014 10.32429 3.42360 1.1533 0.7567 -1.2562 -0.29
O 5.62418 11.80950 3.17093 -0.2509 -0.8547 -1.0788 -0.28
C 6.52099 12.57165 2.28288 -0.2054 1.7783 0.3022 -0.24
C 7.02039 13.74490 3.15925 0.2706 -1.5091 1.2338 -0.05
C 3.50629 12.42319 1.73595 0.4957 -1.3406 0.8964 -0.08
H 5.96542 12.99418 1.44568 -0.1257 -0.4143 -0.1392 0.09
H 7.39057 12.02404 1.91948 -0.4934 -0.5729 0.0859 0.12
H 7.84175 13.27190 3.69754 0.4166 0.4981 0.1511 0.07
H 6.29755 13.89153 3.96181 -0.2626 0.4169 -0.2655 0.08
H 7.35865 14.70060 2.75886 -0.2489 -0.3893 -0.5417 0.08
H 3.87444 12.63379 0.73186 -0.3831 0.0514 0.1486 0.06
H 3.72452 13.20079 2.46794 -0.0976 0.1340 -0.2962 0.07
H 2.46452 12.12046 1.84166 0.0262 0.1708 -0.4840 0.07
C 7.82110 9.59244 -3.43457 -0.0211 -0.8311 -0.8119 -0.12
C 6.47317 9.78058 -3.67736 -0.2164 1.2280 0.9242 -0.09
C 5.78418 10.61766 -2.78554 -1.3642 -0.7169 -0.8534 -0.13
C 6.33866 11.07963 -1.66095 3.2077 0.4883 1.7148 -0.10
C 7.72542 10.81169 -1.39653 -0.6698 0.1348 -0.5492 -0.04
C 8.49249 10.07893 -2.30569 -1.6222 0.3905 0.6050 -0.07
H 8.28349 8.94755 -4.16718 0.6466 -0.0632 0.1250 0.10
H 5.92826 9.30998 -4.48236 0.3030 0.0249 -0.2663 0.11
H 4.74559 10.91298 -2.80832 -0.3666 -0.4374 -1.0178 0.10
H 5.73890 11.67545 -0.98888 0.1660 0.0189 0.2073 0.08
H 8.22646 11.19742 -0.52099 -0.1873 0.0027 0.2457 0.09
H 9.49573 9.80420 -2.01514 0.1229 0.1533 -0.4998 0.09
C 2.50970 2.16081 3.81967 -0.9532 -1.6494 -0.9523 -0.10
C 1.45515 1.63365 3.00251 1.0039 0.1901 1.0230 -0.06
C 0.13072 1.78255 3.41099 0.4551 0.6609 -0.7028 -0.10
C -0.13929 2.45964 4.57606 -0.1831 0.6519 1.4091 -0.09
C 0.87443 2.95774 5.38413 -0.0640 0.1807 -0.9111 -0.07
C 2.18847 2.80831 4.96758 -0.7052 0.4372 1.8431 -0.14
H 3.54959 1.88723 3.71878 0.1341 0.0843 -0.7821 0.10
H 1.70327 1.03286 2.14002 -0.0148 0.1323 -0.2150 0.09
H -0.71950 1.56115 2.78289 0.1568 -0.5997 -0.1638 0.10
H -1.14899 2.62301 4.92280 -0.2504 -0.1096 -0.2484 0.10
H 0.69544 3.55518 6.26586 -0.3013 -0.2024 0.1503 0.11
H 2.88998 3.16947 5.70504 0.6456 0.0128 -0.3508 0.10
C 1.74997 6.30070 -1.39093 1.5144 -0.5707 -2.9654 -0.10
C 1.30993 6.85602 -0.25438 0.0549 1.9213 2.0210 -0.12
C 1.61107 8.20198 -0.00286 1.1725 0.5955 0.1876 -0.08
C 2.43094 8.95174 -0.85528 -0.2188 -0.1657 -0.0707 -0.09
C 2.93620 8.37493 -2.00260 -0.4410 -1.8968 -0.0802 -0.10
C 2.58737 7.03929 -2.28313 -0.2556 0.8344 0.7497 -0.06
H 1.49617 5.27625 -1.62004 0.1268 -0.1641 -0.0833 0.10
H 0.88497 6.29735 0.56641 -0.5216 -0.2171 -0.2701 0.11
H 1.42751 8.65634 0.95956 -0.5597 -0.0934 0.1239 0.10
H 2.75914 9.96237 -0.66209 -0.2659 0.1224 0.5160 0.09
H 3.67085 8.84125 -2.64231 -0.1704 0.3338 -0.0030 0.08
H 3.06174 6.67885 -3.18394 -0.3787 -0.7757 -0.0203 0.10
C 10.87211 7.28507 -3.79929 0.3185 -1.0154 0.7643 -0.09
C 12.20342 7.27541 -4.21148 0.1269 1.3022 0.4765 -0.08
C 13.21340 7.65788 -3.30994 -0.7184 -0.4366 -0.9095 -0.09
C 12.91458 7.92724 -1.98430 -0.2685 0.3250 0.0070 -0.10
C 11.58501 7.95092 -1.56024 -0.4879 -0.9496 -0.8853 -0.09
C 10.57097 7.52144 -2.45601 1.0173 0.6456 0.2407 -0.12
H 10.07583 6.94587 -4.44526 -0.0301 0.0839 -0.2184 0.09
H 12.47627 7.15261 -5.24920 -0.1066 -0.2461 -0.0915 0.10
H 14.19689 7.78842 -3.73669 0.2942 -0.2310 0.3854 0.10
H 13.72084 8.11203 -1.28990 -0.0175 0.3214 0.0946 0.11
H 11.33158 8.22100 -0.54573 -0.0045 -0.1450 0.1614 0.10
H 9.56421 7.35400 -2.10277 -0.1313 0.2894 0.0539 0.09
```
Forces are in eV/Å.